A single C5H7N molecule in a non-equilibrium geometry. Source: the OMol25 dataset; level of theory: ωB97M-V with the def2-TZVPD basis set.

## Properties
**2S+1**: 3
**Highest occupied orbital energy (alpha / beta)**: -5.11 / -8.10 eV
**<S²>**: 2.047
**Orbital gap (alpha / beta)**: 6.1581 / 7.9327 eV

Last column: Löwdin charge in e.
Positions of all 13 atoms, in Å:
C  -1.93595  0.19455  0.01201  -0.26
C  -1.21707  1.25493  0.37358  0.03
C  -1.31450  -1.07811  -0.15292  -0.12
C  0.69125  0.02509  0.14915  -0.18
C  2.10564  0.41016  0.00435  -0.09
N  0.08145  -1.08930  -0.13041  -0.03
H  -3.03808  0.22155  -0.08687  0.09
H  -1.36436  2.27635  0.77640  0.03
H  -1.90266  -1.93965  -0.44729  0.10
H  1.97024  1.56633  0.06615  0.11
H  2.75991  0.19765  0.77550  0.03
H  2.48826  -0.01300  -0.96084  0.09
H  0.67588  -2.02655  -0.37880  0.20

2 unconnected molecules or ions with the total composition C26H33BClN2O12 in a non-equilibrium geometry. Source: the OMol25 dataset; level of theory: ωB97M-V with the def2-TZVPD basis set.

## Properties
**Highest occupied orbital energy**: -5.84 eV
**Net charge**: -1
**Orbital gap**: 6.8350 eV

Last column: Löwdin charge in e.
Positions of all 75 atoms, in Å:
C  -0.48299  -1.52626  4.13643  -0.06
C  -1.59859  -1.12724  3.16340  -0.26
O  -2.07467  0.18709  3.37530  -0.14
C  -1.35547  1.18928  2.67772  -0.18
C  -2.31457  2.31583  2.30160  -0.13
O  -2.38218  2.54942  0.89113  -0.05
C  -2.79449  1.43442  0.19027  -0.21
C  -4.05347  0.88537  0.41437  0.03
C  -4.44475  -0.27300  -0.23261  0.02
C  -3.59413  -0.94075  -1.12228  -0.12
C  -4.07641  -2.23306  -1.73355  -0.05
C  -3.82813  -3.38804  -0.79814  -0.47
O  -4.66552  -4.01067  -0.21994  0.14
O  -2.49444  -3.71837  -0.65188  0.08
C  -2.33650  -0.37574  -1.34716  -0.02
C  -1.93824  0.81353  -0.70738  -0.01
C  -0.58628  1.35780  -1.01806  -0.27
O  -0.38795  2.53632  -1.20023  0.14
C  0.48016  0.32030  -1.11300  -0.03
C  0.09602  -0.87206  -1.72741  -0.07
C  0.97986  -1.93052  -1.87660  0.08
C  2.25978  -1.77083  -1.37374  -0.24
O  3.17264  -2.81632  -1.46136  0.05
C  2.68753  -0.57744  -0.78536  0.03
B  4.19315  -0.53658  -0.29336  -0.55
O  4.45800  -0.41967  1.05340  0.17
N  5.29195  -0.58357  -1.25460  -0.10
C  6.39266  -1.47402  -0.84434  -0.07
C  5.76012  0.79276  -1.48930  -0.08
C  1.79148  0.49557  -0.65648  -0.08
C  2.25712  1.79922  -0.06637  -0.13
C  1.51616  2.27128  1.18264  -0.20
C  2.09821  3.57963  1.72478  -0.19
C  1.07563  4.44398  2.46211  -0.29
N  -0.09977  4.80819  1.68280  0.02
C  -1.30526  -0.99815  -2.24105  -0.28
O  -1.53948  -1.53790  -3.28883  0.18
H  0.36225  -1.97715  3.61605  0.07
H  -0.83085  -2.25845  4.86260  0.07
H  -0.11952  -0.65972  4.68613  0.07
H  -1.27255  -1.26476  2.12764  0.11
H  -2.45491  -1.78520  3.30683  0.12
H  -0.56376  1.58392  3.32643  0.12
H  -0.86254  0.77062  1.79657  0.11
H  -2.01776  3.25596  2.76032  0.11
H  -3.29699  2.04583  2.69040  0.12
H  -4.71830  1.36186  1.12098  0.12
H  -5.41973  -0.69575  -0.02977  0.13
H  -5.14560  -2.16456  -1.91468  0.14
H  -3.63087  -2.45816  -2.69740  0.08
H  -2.00666  -2.91109  -0.44517  0.09
H  0.66958  -2.84931  -2.35517  0.14
H  2.93581  -3.47686  -0.80229  0.12
H  3.73906  -0.75922  1.59485  0.11
H  7.34725  -0.94974  -0.88104  0.08
H  6.26259  -1.85562  0.16928  0.08
H  6.43130  -2.32999  -1.51813  0.08
H  4.90762  1.44956  -1.67469  0.08
H  6.37335  0.82318  -2.39031  0.09
H  6.32299  1.19889  -0.64181  0.09
H  2.12568  2.56772  -0.83268  0.13
H  3.32210  1.76743  0.16220  0.10
H  0.47092  2.46010  0.95261  0.07
H  1.55832  1.49934  1.95832  0.12
H  2.97013  3.36655  2.34786  0.11
H  2.46989  4.16484  0.87632  0.11
H  1.57221  5.37126  2.76034  0.10
H  0.76999  3.96493  3.39469  0.10
H  -0.79340  4.07499  1.64625  0.01
H  0.14938  5.03706  0.72934  0.08
O  -3.72058  -4.73695  -6.08460  -0.38
Cl  -4.75765  -3.81133  -5.69914  0.64
O  -6.01962  -4.50413  -5.59084  -0.38
O  -4.86213  -2.75350  -6.67519  -0.38
O  -4.42420  -3.23227  -4.40599  -0.40

A molecular structure, C21H33CrN10O3PS2. Source: the OMol25 dataset; level of theory: ωB97M-V with the def2-TZVPD basis set.

## Properties
**2S+1**: 5
**Highest occupied orbital energy (alpha / beta)**: -1.13 / -1.25 eV
**<S²>**: 6.012
**Net charge**: -2
**Orbital gap (alpha / beta)**: 5.2651 / 5.3817 eV

Last column: Löwdin charge in e.
Positions of all 71 atoms, in Å:
Cr  0.57607  -0.22642  1.83460  0.76
N  0.97131  1.15879  3.39150  -0.06
C  0.64402  2.57058  3.17758  -0.25
C  -0.85432  2.74917  3.00588  -0.11
C  -1.43327  2.10036  1.74692  -0.65
O  -2.26230  2.73372  1.09139  -0.01
O  -1.02760  0.91627  1.45706  -0.19
H  0.44267  0.82538  4.20352  -0.01
H  1.95138  1.04626  3.64772  0.06
H  1.17424  2.92517  2.28688  0.12
H  0.98189  3.16384  4.03313  0.10
H  -1.10431  3.80996  2.97967  0.11
H  -1.35439  2.31079  3.87636  0.11
N  2.46882  -2.99060  0.94384  0.14
C  1.28417  -2.79539  0.26322  -0.53
N  1.07628  -3.63042  -0.76235  0.07
N  -0.17044  -3.13685  -1.27970  -0.19
N  -0.73182  -2.13784  -0.35603  -0.10
N  0.37034  -1.90282  0.54356  -0.10
C  3.06254  -2.05851  1.75812  -0.49
N  4.31584  -2.14661  2.17394  0.01
N  4.47990  -1.04936  2.93994  -0.11
N  3.39781  -0.36183  2.98253  -0.09
N  2.45016  -0.97992  2.22786  -0.07
H  3.10081  -3.62902  0.49209  0.13
C  0.22228  -0.95800  -4.40018  -0.10
C  0.31685  -1.18036  -2.88442  -0.60
C  1.77236  -0.90917  -2.47080  -0.09
C  -0.01821  -2.66005  -2.69666  -0.16
P  -0.73285  -0.01733  -1.78038  1.17
C  -0.22256  1.60862  -2.64198  -0.33
C  0.39675  2.45888  -1.72143  -0.11
C  0.90219  3.70331  -2.07698  -0.09
C  0.78969  4.14701  -3.38413  -0.12
C  0.16583  3.33275  -4.32083  -0.11
C  -0.32916  2.08977  -3.95223  -0.13
C  -2.59421  -0.23188  -2.23529  -0.67
C  -3.14732  0.84379  -3.17089  -0.11
C  -3.33740  -0.09764  -0.89794  -0.12
C  -2.98403  -1.58988  -2.82218  -0.12
H  0.82539  -1.70978  -4.92657  0.08
H  0.61547  0.01827  -4.67218  0.05
H  -0.80164  -1.03241  -4.77014  0.07
H  2.44274  -1.63111  -2.94980  0.08
H  1.90419  -0.98422  -1.39258  0.06
H  2.06941  0.09545  -2.77790  0.07
H  0.78413  -3.27606  -3.11414  0.11
H  -0.94298  -2.89954  -3.21572  0.08
H  -0.81925  -3.92281  -1.31197  0.14
H  0.46458  2.12685  -0.68951  0.08
H  1.37290  4.32678  -1.32578  0.10
H  1.17506  5.11855  -3.67144  0.09
H  0.06215  3.66699  -5.34760  0.09
H  -0.80189  1.48931  -4.71717  0.08
H  -2.89748  1.84821  -2.83074  0.08
H  -4.24053  0.75826  -3.18223  0.08
H  -2.80078  0.71784  -4.19895  0.06
H  -3.27517  0.91664  -0.51040  0.06
H  -2.91785  -0.76769  -0.15096  0.06
H  -4.39287  -0.35878  -1.05699  0.07
H  -2.54364  -1.77863  -3.80274  0.05
H  -4.07307  -1.60042  -2.95026  0.08
H  -2.72971  -2.39622  -2.13530  0.06
C  1.36250  -1.89551  7.78715  -0.17
O  1.02301  -0.51818  7.82546  -0.29
C  0.20622  -0.01235  6.86162  -1.41
S  0.01958  1.66046  6.94568  0.42
S  -0.47346  -1.04220  5.71019  0.51
H  2.04943  -2.04289  8.62118  0.08
H  1.84488  -2.15450  6.84398  0.07
H  0.47869  -2.52482  7.90286  0.06

9 unconnected molecules or ions with the total composition C8H32NO11 in a non-equilibrium geometry. Source: the OMol25 dataset; level of theory: ωB97M-V with the def2-TZVPD basis set.

## Properties
**2S+1**: 2
**Highest occupied orbital energy (alpha / beta)**: -9.83 / -9.83 eV
**<S²>**: 0.757
**Orbital gap (alpha / beta)**: 8.5432 / 4.4007 eV

Last column: Löwdin charge in e.
Positions of all 52 atoms, in Å:
N  -0.65612  0.31971  0.37799  -0.50
O  -1.00162  1.51273  0.11938  0.27
O  -1.29691  -0.58475  -0.01477  0.18
O  0.42362  0.12788  0.97998  0.15
C  -1.28453  0.60256  3.73759  -0.11
O  -0.65661  1.80316  3.15495  -0.14
H  -2.36284  0.72953  3.64155  0.08
H  -1.03951  -0.24871  3.10244  0.05
H  -0.87874  0.36988  4.72211  0.08
H  -1.21045  2.54530  3.40814  0.07
C  -4.41699  1.80266  -1.10307  -0.16
O  -4.19011  1.37072  0.22689  -0.12
H  -3.95857  2.76255  -1.34084  0.08
H  -4.11307  1.05430  -1.83498  0.08
H  -5.46413  1.97716  -1.35037  0.08
H  -3.28854  1.04228  0.25701  0.02
C  3.55380  -0.59191  0.23699  -0.16
O  2.85354  -0.94810  1.40973  -0.10
H  2.93427  -0.60303  -0.65977  0.06
H  3.96481  0.41575  0.29865  0.07
H  4.47171  -1.16403  0.10195  0.09
H  1.98628  -0.54829  1.31167  0.01
C  2.18166  1.73168  -1.78393  -0.17
O  2.36019  2.88622  -0.99186  -0.10
H  1.33452  1.11723  -1.47913  0.05
H  2.10132  2.12867  -2.79588  0.08
H  3.08000  1.12226  -1.88240  0.07
H  3.23461  3.21133  -1.21834  0.08
C  3.90523  2.18560  2.77619  -0.18
O  2.69564  2.18091  2.08648  -0.11
H  4.76737  2.46115  2.16883  0.07
H  3.84737  2.98089  3.51934  0.08
H  4.06787  1.25440  3.31888  0.08
H  2.55409  1.28290  1.77805  0.02
C  -0.37187  -0.32519  -3.47875  -0.17
O  -0.75277  0.53572  -4.52448  -0.11
H  -1.21991  -1.00231  -3.37665  0.08
H  0.53788  -0.89698  -3.66183  0.09
H  -0.28340  0.27024  -2.57006  0.04
H  0.04702  0.93134  -4.87863  0.07
C  -3.20201  -2.99963  -0.29836  -0.19
O  -4.23195  -3.82785  -0.77699  -0.09
H  -3.01213  -2.92674  0.77251  0.08
H  -2.36289  -3.34765  -0.90073  0.08
H  -3.42057  -1.94192  -0.44531  0.06
H  -4.95848  -3.50889  -0.23661  0.07
C  0.61757  -3.42113  -0.56916  -0.20
O  0.01668  -3.13849  0.59150  -0.11
H  1.51880  -2.81187  -0.50072  0.07
H  0.92713  -4.46626  -0.56820  0.09
H  0.04275  -3.14364  -1.45271  0.07
H  -0.39098  -2.26935  0.59575  0.03